Record 1
DFT (ωB97M-V/def2-TZVPD) results for 7 unconnected molecules or ions with the total composition C14H42O7.

Cartesian coordinates (Å):
1 C 2.23739 -2.47768 0.87838
2 C 1.46137 -1.32693 1.56659
3 O 0.04861 -1.79243 1.69111
4 H 3.26492 -2.21212 0.83606
5 H 1.84489 -2.64298 -0.03139
6 H 2.04256 -3.44707 1.33471
7 H 1.53047 -0.50140 0.66827
8 H 1.89076 -1.21371 2.60438
9 H -0.22104 -1.86946 2.66467
10 C -1.40656 -2.56001 -2.76751
11 C -1.05787 -2.81305 -1.26485
12 O -0.87236 -1.50518 -0.70815
13 H -0.80179 -2.00608 -3.20939
14 H -2.51665 -2.06107 -2.75128
15 H -1.51198 -3.52154 -3.25460
16 H -0.11903 -3.44431 -1.23259
17 H -1.81192 -3.42767 -0.79873
18 H -0.64431 -1.63123 0.13389
19 C 5.69774 0.62501 0.76447
20 C 4.95485 0.53086 -0.63034
21 O 3.72729 1.23053 -0.58646
22 H 6.68156 0.16212 0.75263
23 H 5.03989 0.37941 1.68141
24 H 5.97434 1.67138 1.05987
25 H 4.76374 -0.49239 -0.75058
26 H 5.44967 0.78110 -1.59987
27 H 2.96622 0.88172 -1.01616
28 C -1.58038 1.76264 0.58685
29 C -0.62540 2.04301 -0.57871
30 O -1.09224 1.22518 -1.66508
31 H -1.47659 0.65670 1.01008
32 H -2.65891 1.98716 0.25894
33 H -1.46403 2.35201 1.52359
34 H 0.44158 1.83696 -0.31292
35 H -0.78330 3.13124 -0.74333
36 H -0.72960 0.38200 -1.74233
37 C 2.56401 1.80552 -3.38943
38 C 2.01290 0.35735 -3.65549
39 O 2.25070 -0.44300 -2.56416
40 H 2.42050 2.62392 -4.35869
41 H 3.60115 1.75909 -3.47029
42 H 2.04951 2.21270 -2.36897
43 H 2.28102 -0.10506 -4.45673
44 H 0.98725 0.43353 -3.92307
45 H 2.43453 -1.18842 -2.90515
46 C -5.91275 -0.25147 -1.00900
47 C -4.39821 -0.31775 -1.02730
48 O -3.77360 0.69700 -1.85332
49 H -6.42257 -0.91579 -0.18782
50 H -6.08326 -0.46368 -2.16050
51 H -6.29654 0.69538 -0.79192
52 H -4.01041 -1.28900 -1.25569
53 H -4.05899 -0.06093 -0.08092
54 H -2.79844 0.64220 -1.81512
55 C -1.41641 1.86391 4.41830
56 C -2.22891 1.25744 5.50217
57 O -1.28998 0.76053 6.49603
58 H -0.96156 2.69459 4.57779
59 H -2.08948 1.95715 3.60072
60 H -0.52356 1.25856 3.96439
61 H -2.59203 0.52577 5.09930
62 H -2.89426 2.12191 5.86789
63 H -1.49449 0.67589 7.37534

Summary:
Calculated total energy ... -29522.3755 eV
Kohn-Sham gap ... 9.679 eV
Energy above the lowest of the compared OMol25 structures with the same formula, charge and spin ... 877.94 kJ/mol
HOMO level ... -9.23 eV
Total charge ... 0
Largest force on an atom ... 11.37 eV Å⁻¹
SMILES ... CCO.CCO.CCO.CCO.CCO.CCO.CCO

Record 2
DFT (ωB97M-V/def2-TZVPD) results for 2 unconnected molecules or ions with the total composition C9H14O.

Cartesian coordinates (Å):
1 C 1.09710 -1.74989 -2.61635
2 C 0.92738 -2.03423 -1.10259
3 H 0.22228 -2.10888 -3.15652
4 H 1.17414 -0.66404 -2.76274
5 H 1.98393 -2.16218 -3.08213
6 H 0.04649 -1.51580 -0.70161
7 H 0.51118 -3.04528 -1.13854
8 H 1.79402 -1.74187 -0.52062
9 C -2.66184 1.24728 -0.11059
10 C 1.07534 1.08843 0.32010
11 C -0.19702 1.35534 -0.12485
12 C 1.08744 0.60718 1.64485
13 C -1.38984 1.13479 0.62070
14 C -0.03982 0.41769 2.49438
15 C -1.27301 0.62949 1.93254
16 O 2.23000 0.30665 2.29088
17 H 2.00398 1.14287 -0.22289
18 H -0.36017 1.74978 -1.12245
19 H 2.94090 0.92957 2.05627
20 H 0.03668 0.12050 3.52716
21 H -2.92884 2.29761 -0.28456
22 H -3.48082 0.85460 0.49966
23 H -2.09102 0.44427 2.60975
24 H -2.70847 0.69612 -1.04981

Summary:
Calculated total energy ... -11598.8143 eV
Kohn-Sham gap (spin up / spin down) ... 10.337 / 6.614 eV
Energy above the lowest of the compared OMol25 structures with the same formula, charge and spin ... 72.66 kJ/mol
Spin multiplicity ... 2
HOMO level (spin up / spin down) ... -14.25 / -14.31 eV
Total charge ... +1
Largest force on an atom ... 2.84 eV Å⁻¹

Record 3
DFT (ωB97M-V/def2-TZVPD) results for 32 unconnected molecules or ions with the total composition C29H116F6N55O35S2.

Cartesian coordinates (Å):
1 C -2.66103 -0.02221 -0.52286
2 F -3.46599 -0.20509 -1.54858
3 F -2.77499 1.13403 0.11869
4 F -3.05435 -0.84400 0.51172
5 S -0.87159 -0.42065 -0.96765
6 O -1.02947 -1.78306 -1.54757
7 O -0.45504 0.60357 -1.94861
8 N -0.07357 -0.29780 0.57640
9 S 1.19430 -1.20733 0.27500
10 O 0.96233 -2.62533 0.58589
11 O 1.83570 -0.97146 -0.99676
12 C 2.48465 -0.59998 1.58213
13 F 2.74204 0.71347 1.55753
14 F 1.91545 -1.00045 2.78031
15 F 3.66043 -1.21279 1.29012
16 C 1.89014 1.94719 5.26906
17 O 2.63438 2.03748 4.35565
18 N 1.46757 0.79759 5.79334
19 N 1.49546 2.98362 6.00812
20 H 1.78371 -0.06385 5.37137
21 H 0.65908 0.81106 6.39853
22 H 0.63915 2.99162 6.54362
23 H 1.85023 3.89863 5.76938
24 C 5.86746 -2.98931 7.16808
25 O 5.79678 -3.69750 8.12220
26 N 7.00435 -2.41135 6.87747
27 N 5.10833 -3.10506 6.19129
28 H 7.72667 -2.22449 7.55823
29 H 7.09611 -1.95848 5.97937
30 H 4.53041 -3.93325 6.17699
31 H 5.37860 -2.77230 5.27678
32 C -4.03514 3.76881 2.70796
33 O -3.81060 3.65034 3.88159
34 N -3.15516 3.88789 1.76567
35 N -5.21121 4.20367 2.28676
36 H -3.37373 3.86812 0.77980
37 H -2.19530 4.06948 2.02215
38 H -6.04245 4.23343 2.85968
39 H -5.22625 4.13534 1.27918
40 C -0.60419 -6.24959 -1.46673
41 O -0.58361 -5.34940 -2.31213
42 N -1.33122 -7.25875 -1.51806
43 N 0.27878 -6.20069 -0.43794
44 H -1.36110 -7.95224 -0.78438
45 H -1.95529 -7.47294 -2.28275
46 H 0.15452 -6.73880 0.40769
47 H 0.89086 -5.40231 -0.52765
48 C -1.25773 -0.53672 3.90620
49 O -1.57581 -0.56669 5.07086
50 N -0.64957 0.48333 3.41117
51 N -1.35196 -1.52362 3.01653
52 H -0.47812 1.42458 3.73483
53 H -0.38755 0.14634 2.49581
54 H -1.76563 -2.40917 3.27107
55 H -0.87882 -1.37587 2.13652
56 C 8.34713 0.21956 0.31804
57 O 7.86474 1.23488 0.78850
58 N 7.86706 -0.94917 0.59936
59 N 9.10126 0.24634 -0.72663
60 H 8.41795 -1.73752 0.29093
61 H 7.09760 -1.13808 1.22574
62 H 9.41242 1.11028 -1.14723
63 H 9.69825 -0.54540 -0.91854
64 C -6.63591 3.36840 -5.84592
65 O -7.33915 2.36779 -5.98164
66 N -5.35326 3.33755 -5.50458
67 N -7.01051 4.57184 -6.22335
68 H -4.99925 2.42822 -5.24401
69 H -4.83124 4.15854 -5.23333
70 H -6.54789 5.35582 -5.78580
71 H -7.95927 4.56137 -6.56956
72 C -1.23899 -5.19808 3.43529
73 O -1.82942 -4.15926 3.37145
74 N -1.30002 -6.03341 2.44668
75 N -0.78034 -5.69895 4.52935
76 H -1.69654 -5.76212 1.55827
77 H -0.96159 -6.97543 2.58144
78 H -0.15088 -6.48872 4.54073
79 H -1.07628 -5.30340 5.41030
80 C -4.01198 -4.25613 -3.64998
81 O -5.15232 -3.80191 -3.85351
82 N -3.62460 -5.47151 -3.36710
83 N -3.05524 -3.35709 -3.54550
84 H -2.63750 -5.68347 -3.39544
85 H -4.29112 -6.22892 -3.32030
86 H -3.49359 -2.44751 -3.52060
87 H -2.10902 -3.48472 -3.87486
88 C 7.31685 3.11580 -1.77189
89 O 7.04784 3.73952 -2.78020
90 N 6.67998 2.03710 -1.47058
91 N 8.24675 3.32152 -0.86546
92 H 7.01086 1.55284 -0.64832
93 H 6.21792 1.56954 -2.23738
94 H 8.92348 4.02409 -1.12725
95 H 8.19885 2.94024 0.06858
96 C -0.28881 -2.00091 8.24368
97 O 0.14094 -2.85601 8.96773
98 N -0.56711 -2.13775 6.98662
99 N -0.67033 -0.81108 8.69952
100 H -1.12153 -1.47436 6.46448
101 H -0.35132 -3.02739 6.55991
102 H -0.32957 -0.45740 9.58206
103 H -1.22218 -0.22152 8.09290
104 C 2.51958 5.89631 -1.96241
105 O 2.43239 5.24927 -3.05482
106 N 3.19150 5.62368 -0.87335
107 N 2.26436 7.14649 -1.82417
108 H 3.77149 4.80668 -0.74592
109 H 3.04556 6.25078 -0.09518
110 H 2.04324 7.74645 -2.60600
111 H 2.53503 7.68215 -1.01182
112 C 5.67278 -0.98899 -3.10146
113 O 6.80110 -1.24138 -3.50842
114 N 4.70219 -0.65476 -3.92225
115 N 5.32044 -0.91974 -1.82946
116 H 3.76963 -0.44770 -3.59431
117 H 4.93492 -0.84214 -4.88704
118 H 6.08628 -1.15988 -1.21633
119 H 4.35573 -1.02674 -1.55021
120 C 5.77962 -0.06449 4.12194
121 O 6.46724 -1.00792 4.32665
122 N 4.91255 0.15331 4.98997
123 N 5.71668 0.83747 3.14484
124 H 4.90996 -0.51835 5.74427
125 H 3.98203 0.43826 4.71974
126 H 4.88044 1.39369 3.25174
127 H 6.41438 0.82289 2.41470
128 C 5.46653 -4.17628 -1.03727
129 O 6.51036 -3.59521 -0.70049
130 N 4.99055 -4.36260 -2.28494
131 N 4.72209 -4.66003 -0.10341
132 H 4.01557 -4.57779 -2.43723
133 H 5.57379 -4.14142 -3.07930
134 H 4.99699 -4.64883 0.86840
135 H 3.73596 -4.83995 -0.22701
136 C -1.20882 2.82196 -5.11389
137 O -2.16361 2.32484 -5.70380
138 N -0.28793 3.49582 -5.73634
139 N -1.18126 2.74827 -3.80177
140 H 0.33982 3.95293 -5.09052
141 H -0.12432 3.37696 -6.72589
142 H -0.40915 2.81339 -3.15392
143 H -2.02276 2.25807 -3.53404
144 C -5.70765 -0.23482 3.16018
145 O -5.55817 -1.06431 2.28698
146 N -4.88661 0.70402 3.54645
147 N -6.84492 0.07231 3.65483
148 H -5.02774 1.39065 4.27359
149 H -4.12371 0.76049 2.88698
150 H -7.59582 -0.29290 3.08663
151 H -6.93131 0.95221 4.14311
152 C 0.54201 -2.92906 -4.91862
153 O -0.07238 -4.02117 -4.98669
154 N 0.11412 -1.85638 -4.31045
155 N 1.68455 -2.78781 -5.54944
156 H -0.59757 -1.94295 -3.59904
157 H 0.81368 -1.13943 -4.18125
158 H 2.26078 -1.96186 -5.62598
159 H 2.12838 -3.68667 -5.67255
160 C -3.75500 -4.39149 0.37640
161 O -3.93145 -5.59475 0.28173
162 N -2.85901 -3.62559 -0.15156
163 N -4.55805 -3.68158 1.16101
164 H -3.05562 -2.63948 -0.05659
165 H -2.20689 -3.92062 -0.86416
166 H -5.27991 -4.10455 1.72682
167 H -4.08342 -2.83182 1.43069
168 C 2.40902 -4.13735 3.90223
169 O 3.41556 -4.73060 4.24417
170 N 1.86087 -4.41002 2.75304
171 N 1.93421 -3.13882 4.49231
172 H 2.47938 -5.06950 2.30289
173 H 1.14089 -3.82759 2.34992
174 H 1.18377 -2.60601 4.07632
175 H 2.23325 -2.96138 5.44057
176 C -2.77683 6.14814 -2.73787
177 O -1.95319 6.78540 -3.36851
178 N -2.89677 6.29686 -1.50330
179 N -3.42197 5.17978 -3.27330
180 H -2.00126 6.58086 -1.13249
181 H -3.44169 5.58733 -1.03457
182 H -3.20422 5.05390 -4.25148
183 H -4.05962 4.63287 -2.71260
184 C 4.75646 4.87904 2.93561
185 O 5.54737 5.36600 2.13959
186 N 4.76911 5.14523 4.17543
187 N 3.82983 3.98643 2.70649
188 H 5.35269 5.93136 4.42350
189 H 4.22299 4.66917 4.87915
190 H 3.61851 3.95353 1.71939
191 H 3.15260 3.69817 3.39813
192 C -4.46765 -0.31159 -5.37175
193 O -5.06053 0.62080 -4.69366
194 N -4.85072 -1.54957 -5.49836
195 N -3.30870 -0.23985 -6.00966
196 H -4.17256 -2.02896 -6.07315
197 H -5.58730 -1.92096 -4.91559
198 H -2.77249 0.57900 -5.76052
199 H -3.14705 -0.99666 -6.65867
200 C -6.90028 -1.94099 -1.16191
201 O -7.74819 -1.60129 -2.04482
202 N -5.92655 -1.23224 -0.73929
203 N -6.95327 -3.06874 -0.47715
204 H -5.53439 -1.32429 0.18691
205 H -5.93114 -0.30027 -1.12853
206 H -6.26620 -3.23225 0.24487
207 H -7.59542 -3.80144 -0.74338
208 C 0.53567 3.98810 1.09273
209 O 0.26974 5.14555 0.66088
210 N 0.81552 3.70690 2.32936
211 N 0.46822 2.96317 0.28675
212 H 0.92687 2.70901 2.43859
213 H 0.72908 4.48973 2.96165
214 H 0.11667 3.06814 -0.65425
215 H 0.68692 2.04919 0.65678
216 C 2.29744 1.92695 -3.80142
217 O 2.34482 0.77965 -4.25788
218 N 1.60426 2.39451 -2.78127
219 N 2.91278 2.89194 -4.33003
220 H 1.74032 3.34428 -2.46578
221 H 1.16337 1.73690 -2.15417
222 H 3.61889 2.75057 -5.03823
223 H 2.93403 3.78387 -3.85663
224 C -9.46199 1.08401 -3.79253
225 O -10.44174 0.69505 -3.22769
226 N -9.29938 2.29552 -4.28527
227 N -8.30962 0.37830 -3.81353
228 H -8.45057 2.38146 -4.82586
229 H -10.07262 2.91890 -4.10201
230 H -7.45030 0.64291 -4.27359
231 H -8.27545 -0.48008 -3.28239
232 O 4.41400 3.30272 -0.17681
233 H 3.84383 2.53476 -0.13968
234 H 5.30088 2.94563 -0.13022
235 O -5.54797 1.83870 -2.15021
236 H -6.47940 2.04173 -2.23650
237 H -5.34073 1.32595 -2.93147
238 O 2.29951 -4.74039 -2.62746
239 H 1.41933 -4.37237 -2.54940
240 H 2.17656 -5.68280 -2.51356
241 O -4.93670 3.90535 -0.69712
242 H -5.17108 3.02584 -0.99337
243 H -5.62610 4.46868 -1.04871

Summary:
Calculated total energy ... -223569.1313 eV
Kohn-Sham gap ... 7.640 eV
HOMO level ... -6.63 eV
Total charge ... -1
Largest force on an atom ... 9.79 eV Å⁻¹